Entry 1:
Here is 11 unconnected molecules or ions with the total composition C40H70Cl4O18S4 at a distorted geometry from the Open Molecules 2025 dataset. Energies are from ωB97M-V/def2-TZVPD.

```
136
Properties=species:S:1:pos:R:3
Cl 6.50283 2.77019 -1.39154
Cl -3.95777 2.93530 -3.03119
Cl -1.86269 5.97789 -0.84734
Cl 2.40323 4.01643 -1.96798
S 6.68633 0.96338 3.47466
S -6.86363 -0.14256 -1.58110
S -3.70995 2.23423 1.88780
S 5.25687 -1.26552 -2.31607
O 4.72516 -1.58300 2.70844
O 2.69355 -1.88437 1.92717
O 4.62491 -0.55038 -1.23685
O 3.72289 3.82142 2.66709
O -3.10832 -0.35534 -6.51595
O 0.24607 -1.25701 0.23217
O -7.18489 0.22387 -2.94138
O -1.98669 -1.37781 0.26293
O -3.19713 3.55938 2.15822
O -7.19333 0.73406 -0.44755
O -0.70971 -5.52048 2.13389
O 1.83140 3.47972 1.58259
O 6.27235 -2.25857 -2.05578
O -3.64181 1.79352 0.51257
O 6.60601 2.17749 4.25368
O -3.88834 -1.04260 -4.55032
O 7.92725 0.24016 3.23715
O -2.21668 -5.23450 3.75938
C 1.62874 -2.85616 1.94541
C -5.31446 1.01532 3.68419
C -3.42931 -4.52731 3.94824
C -7.43731 -1.85095 -1.35568
C 4.02501 -2.06507 -3.37046
C -6.35977 -2.63511 -0.60586
C -1.00152 -0.77516 -0.03935
C -2.23387 4.52746 -1.89259
C 4.52238 -1.95146 -4.79761
C 1.65659 4.74391 3.57540
C -3.71568 4.26342 -1.87341
C 0.53089 0.60450 -1.17564
C 0.28613 4.76378 2.86033
C 5.13397 3.62845 -2.03732
C 5.38565 -0.19528 4.09935
C 0.44727 3.74505 1.74032
C -2.97414 -0.91430 -5.31844
C 3.79422 -2.33022 2.51355
C -1.80070 -0.15202 -7.11402
C 1.25992 -0.35101 -0.18044
C 5.94295 1.20622 1.80954
C 4.71004 0.29900 1.84704
C -0.87332 0.57455 -0.59921
C -3.00059 1.03633 3.00140
C 5.81855 -0.12850 -3.60213
C -5.44146 1.96867 2.44438
C -2.77379 -4.30397 1.65237
C 3.83352 3.13319 -1.44849
C 4.16559 0.19337 3.27353
C 2.54048 3.98098 2.61011
C -1.78142 -5.12541 2.49520
C -4.99238 -1.87308 -0.57377
C -3.90650 1.04780 4.24239
C 3.71828 -3.81183 2.75962
C -1.52517 -1.40955 -5.11279
C -4.01063 -4.26943 2.54529
C -5.08654 -0.56374 -1.31800
C 2.22887 -4.15465 2.47083
C 5.11916 -0.53748 -4.94047
C -1.05684 -1.34494 -6.55861
H -1.63876 0.96121 -1.26783
H -6.02477 1.53981 1.63166
H 4.32029 0.20123 -5.03904
H -4.12468 3.98259 -0.90487
H -1.83362 -0.13912 -8.19981
H -6.15830 -3.57012 -1.12895
H -5.75904 0.08115 3.34302
H 1.31866 -2.96721 0.90576
H -0.03826 4.04653 0.81285
H -4.32366 5.11291 -2.17907
H 3.33226 -0.50831 3.19789
H 0.76411 -2.45378 2.46875
H -2.99760 -4.71418 0.66495
H -6.68081 -2.92595 0.39314
H 5.40342 -0.13623 5.18689
H 5.69579 0.92577 -3.37044
H -4.49531 -3.28765 2.53051
H 1.63882 4.04762 4.41639
H -2.46540 -3.30709 1.33953
H -3.70601 2.00106 4.73249
H 3.72661 1.11556 3.65919
H -0.95486 1.22350 0.28393
H 3.97414 3.06891 -0.36214
H 2.17632 5.68676 3.70862
H -3.67001 0.20271 4.88348
H 2.06984 -5.00935 1.82106
H 4.07370 -3.89224 3.78554
H -1.29680 -2.23439 -7.13689
H 0.60829 0.13136 -2.15634
H -0.92843 -0.85957 -4.39262
H 2.04086 -0.87353 -0.72698
H -4.76831 -1.69932 0.48162
H 1.64203 0.23918 0.65428
H 3.86166 -3.01503 -2.86373
H -4.71514 -0.69728 -2.33908
H 5.75398 2.27835 1.81712
H -1.91134 4.74807 -2.90657
H 5.23835 4.71272 -2.02836
H -8.45035 -1.83531 -0.96329
H 3.11735 -1.46582 -3.24347
H 3.63707 2.07893 -1.65822
H 5.17821 -2.81045 -4.94582
H -2.94014 0.03138 2.58482
H -1.99823 1.45405 3.13179
H -3.25435 -3.59081 4.47610
H -0.08676 2.83280 2.04136
H -0.50995 4.55646 3.56753
H -7.44846 -2.19024 -2.39070
H -4.82898 -4.91423 2.22291
H 5.72539 -0.44250 -5.83740
H 3.88061 0.70212 1.25599
H 6.88453 -0.25000 -3.80003
H -4.18489 -2.49906 -0.94255
H -4.17130 -5.13547 4.46561
H 6.70672 0.86582 1.12041
H -1.62693 3.70825 -1.51886
H -5.98523 1.39411 4.45897
H -4.63060 0.37498 -1.01387
H 0.13101 5.73533 2.38942
H 0.02135 -1.15314 -6.59764
H 0.99841 1.58306 -1.21514
H 5.00669 3.45067 -3.11425
H 4.90601 -0.68537 1.42817
H 3.69134 -2.06520 -5.49402
H 5.82093 -1.16819 3.86361
H 1.78877 -4.46821 3.41999
H 4.27500 -4.37849 2.01702
H -1.36286 0.79242 -6.78498
H -1.51577 -2.47830 -4.89969
H -5.93329 2.89350 2.74146
```

The spin multiplicity is 1. As for the energy above the lowest of the compared OMol25 structures with the same formula, charge and spin: 0.000 eV. As for the SMILES: O=S1(=O)CCCC1.O=S1(=O)CCCC1.O=S1(=O)CCCC1.O=S1(=O)CCCC1.O=C1CCCO1.O=C1CCCO1.O=C1CCCO1.O=C1CCCO1.O=C1CCCO1.ClCCCl.ClCCCl. The total charge is 0.

Atom charges from the Löwdin analysis, given in e for atoms 1 to 6:
1. Cl 0.66
2. Cl 0.60
3. Cl 0.52
4. Cl 0.59
5. S 0.71
6. S 0.70

***

Entry 2:
Here is 7 unconnected molecules or ions with the total composition C27H63ClN8O10P from the Open Molecules 2025 dataset. Energies are from ωB97M-V/def2-TZVPD.

```
110
Properties=species:S:1:pos:R:3
Cl -3.89320 0.36879 -1.22115
P -0.88508 3.72729 -0.24346
O 3.93328 -0.18175 -1.92403
O -0.78301 -5.34563 2.44083
O -0.11296 4.87448 0.64224
O -7.21997 -3.98808 -0.68268
O 10.92663 1.45274 -3.81288
O 1.50185 0.79834 1.34503
O 4.07651 -2.53130 1.22701
O 2.93805 0.26450 -0.98616
O 6.56446 1.74875 0.08589
O -11.55409 0.62804 -1.67568
N 1.80916 2.98485 -0.41010
N -0.53616 4.41970 -1.78097
N 9.02866 2.11883 -2.82884
N -2.34428 -4.58121 3.85273
N 8.73633 1.54042 0.59264
N -8.69450 -2.32955 -0.33950
N -13.46780 1.15441 -0.63150
N 3.57017 -4.68508 1.58335
C 3.21882 -3.39748 1.39311
C 0.43771 2.35927 -0.15849
C -14.85739 1.56042 -0.52987
C 2.88615 2.72752 0.63224
C -12.72331 0.97721 -1.75174
C 9.82386 1.95788 -3.92260
C -1.31746 1.06575 -1.64140
C -6.52680 -1.79939 -1.34974
C 0.48500 1.75626 1.23908
C 9.98345 0.83864 0.86154
C 7.52638 1.01274 0.29936
C 0.14101 1.25041 -1.18999
C 3.63054 0.36710 0.25882
C -7.49821 -2.80178 -0.76691
C -9.19392 -0.96084 -0.36352
C 7.69567 2.68615 -2.73793
C -2.26851 0.63294 -0.53404
C 2.69842 -5.83381 1.79010
C 1.74340 -3.08937 1.38332
C -13.39549 1.22700 -3.08074
C 7.41263 -0.48997 0.23050
C -0.03074 -4.76695 4.64267
C -2.87073 -4.07596 5.10725
C 2.89653 3.82571 1.70979
C 9.28052 2.42602 -5.25217
C 2.82839 1.28635 1.15907
C -1.06708 -4.92282 3.55178
H 3.78487 -0.61482 0.71761
H -9.29557 -3.04651 0.03415
H 3.90086 4.22473 1.81651
H 8.74315 2.54855 0.62763
H 3.41065 -0.75402 -2.49219
H 2.61970 3.40882 2.67772
H 9.07165 3.49618 -5.23097
H 0.29255 5.01448 -1.73455
H -0.46283 1.25409 1.42776
H 10.02786 2.22803 -6.01335
H -14.94099 2.48661 0.04034
H 1.24628 -3.64260 0.58675
H 7.70220 3.54401 -2.06322
H -13.74211 2.25826 -3.15238
H -3.32511 -3.09503 4.96022
H -8.45852 -0.28887 -0.79139
H -2.39926 1.38810 0.23366
H -15.44128 0.79034 -0.02403
H 6.38991 -0.75695 -0.01806
H -1.72689 1.91813 -2.18649
H 8.36491 1.89111 -5.50717
H -3.63216 -4.75182 5.49777
H 1.70295 4.00090 -0.45631
H 0.58044 2.53337 2.01026
H 3.83357 2.80622 0.10064
H 3.33888 1.25799 2.12651
H 0.93115 -5.08510 4.25192
H 7.00753 1.94363 -2.33989
H 4.58706 0.85835 0.08206
H 9.83822 -0.23331 0.79496
H 4.56646 -4.83901 1.57395
H -15.27968 1.72224 -1.51512
H 7.66812 -0.94071 1.18958
H -2.98684 -4.71554 3.08728
H 1.65244 -5.54092 1.78133
H 2.92077 -6.30115 2.75029
H 0.04337 -3.72734 4.96508
H 10.74687 1.13175 0.13971
H -0.27910 -5.38578 5.50480
H 2.86038 -6.57134 1.00392
H -6.95701 -1.31172 -2.22564
H -0.20928 4.67915 1.57680
H 0.48807 0.29246 -0.81026
H 2.18006 2.69263 -1.31385
H -5.62412 -2.32481 -1.64421
H 0.73397 1.45425 -2.08473
H -10.10751 -0.90113 -0.94996
H -6.27190 -1.04301 -0.60881
H 9.45234 1.78645 -1.97750
H -9.41550 -0.63807 0.65614
H -12.96252 0.97300 0.22106
H 1.28944 -3.36949 2.33307
H -2.08040 -3.98447 5.84408
H -12.67216 1.04292 -3.86823
H 10.34215 1.08229 1.86139
H -14.24518 0.55767 -3.21759
H -1.30296 0.24307 -2.35912
H -0.30816 3.68265 -2.44334
H -1.94361 -0.31659 -0.11422
H 2.20391 4.63510 1.48348
H 8.07654 -0.89027 -0.53674
H 1.59470 -2.02478 1.22103
H 7.34381 3.01008 -3.71236
```

The spin multiplicity is 1. The total charge is +1.

Atom charges from the Löwdin analysis, given in e for atoms 1 to 6:
1. Cl 0.63
2. P 0.94
3. O 0.01
4. O 0.02
5. O -0.28
6. O 0.02

***

For each record above, in turn, the calculated orbital gap values are 8.33 7.82 eV.
For each record above, in turn, the calculated HOMO energy values are -8.6 -10.3 eV.